[1]
ORCA calculation (ωB97M-V/def2-TZVPD) on 10 unconnected molecules or ions with the total composition H22NO9.

## Properties
Kohn-Sham gap   11.02 eV
Relative energy (zero: lowest compared OMol25 entry of this formula, charge and spin)   104.17 kcal/mol
E_HOMO   -14.17 eV
Total charge   +1

```
32
Properties=species:S:1:pos:R:3:lowdin_charge:R:1
N 1.569 3.596 30.922 0.323
H 0.927 3.113 31.604 0.142
H 2.450 3.528 31.333 0.078
H 1.244 4.490 30.646 0.065
H 1.720 2.918 30.210 0.087
O 2.075 6.831 31.348 -0.125
H 2.950 7.389 31.399 0.125
H 1.536 7.054 30.533 0.068
O 1.849 4.872 33.625 -0.180
H 2.822 5.059 33.895 0.074
H 1.482 5.520 32.814 0.085
O 0.175 0.501 29.425 -0.073
H 0.741 0.157 30.027 -0.108
H -0.340 -0.416 29.583 0.148
O 3.711 1.813 29.266 -0.120
H 3.270 1.362 28.409 0.131
H 3.840 1.062 29.910 0.036
O -1.765 2.187 31.287 -0.064
H -1.186 1.364 31.103 0.071
H -2.578 1.992 30.861 0.035
O 1.965 5.562 28.477 0.038
H 2.624 5.190 27.976 0.012
H 1.194 5.570 28.003 0.011
O 1.899 0.418 31.402 0.006
H 1.904 0.212 32.254 -0.012
H 2.670 -0.143 31.123 0.108
O -0.668 4.863 31.744 -0.037
H -0.723 5.383 32.442 -0.042
H -1.234 3.996 31.891 0.095
O 4.094 2.529 33.116 -0.083
H 4.182 3.256 33.738 0.018
H 3.342 2.081 33.651 0.088
```

---

[2]
ORCA calculation (ωB97M-V/def2-TZVPD) on 11 unconnected molecules or ions with the total composition C56H138N18O16P6.

## Properties
Kohn-Sham gap (alpha / beta)   7.00 / 2.35 eV
E_HOMO (alpha / beta)   -9.30 / -9.30 eV
Total charge   +1
<S²>   0.761
Multiplicity   2

```
234
Properties=species:S:1:pos:R:3:lowdin_charge:R:1
O -6.741 -9.748 -0.127 -0.258
P -6.101 -9.001 -1.250 0.629
N -7.055 -7.696 -1.938 -0.133
C -8.537 -7.863 -1.973 -0.031
C -6.444 -6.531 -2.737 -0.011
N -5.933 -9.997 -2.636 -0.207
C -4.998 -9.549 -3.688 -0.080
C -6.818 -11.128 -2.937 -0.046
N -4.554 -8.310 -0.880 -0.289
C -4.516 -7.058 -0.067 -0.084
C -3.273 -9.059 -0.722 -0.072
H -8.941 -6.936 -2.381 0.085
H -9.017 -8.154 -1.038 0.093
H -8.689 -8.725 -2.623 0.089
H -7.161 -5.710 -2.771 0.078
H -6.234 -6.775 -3.779 0.093
H -5.521 -6.154 -2.296 0.076
H -5.521 -9.417 -4.635 0.094
H -4.561 -8.567 -3.510 0.072
H -4.179 -10.254 -3.830 0.103
H -6.521 -12.087 -2.513 0.109
H -7.820 -10.882 -2.584 0.082
H -6.942 -11.231 -4.015 0.097
H -3.702 -6.417 -0.407 0.080
H -5.486 -6.562 -0.046 0.058
H -4.507 -7.323 0.990 0.081
H -3.103 -9.422 0.292 0.091
H -2.489 -8.433 -1.149 0.093
H -3.179 -9.978 -1.301 0.075
O -1.495 -5.413 2.963 -0.291
P -1.440 -3.943 2.843 0.521
N -0.011 -3.178 3.248 -0.301
C 0.211 -1.709 3.270 -0.114
C 1.280 -3.916 3.338 -0.082
N -2.516 -3.258 3.911 -0.282
C -4.027 -3.488 3.688 -0.065
C -2.230 -3.555 5.294 -0.135
N -1.792 -3.359 1.252 -0.285
C -1.524 -4.354 0.153 -0.104
C -2.233 -2.007 0.862 -0.098
H 0.980 -1.467 4.003 0.074
H -0.681 -1.132 3.514 0.064
H 0.607 -1.254 2.362 0.076
H 1.499 -4.150 2.296 0.068
H 1.026 -4.950 3.569 0.070
H 2.104 -3.366 3.792 0.086
H -4.293 -3.209 2.668 0.055
H -4.396 -4.502 3.842 0.058
H -4.567 -2.832 4.370 0.067
H -2.279 -4.640 5.377 0.080
H -1.342 -3.091 5.724 0.084
H -3.021 -3.135 5.914 0.079
H -0.526 -4.297 -0.280 0.079
H -1.655 -5.336 0.607 0.043
H -2.379 -4.268 -0.518 0.066
H -3.320 -2.017 0.772 0.052
H -1.673 -1.667 -0.009 0.087
H -2.034 -1.257 1.627 0.059
O -11.062 -4.827 2.767 -0.265
P -9.869 -3.954 2.736 0.559
N -8.537 -4.680 2.043 -0.291
C -7.147 -4.593 2.485 -0.093
C -8.634 -5.337 0.743 -0.110
N -9.367 -3.393 4.216 -0.258
C -9.862 -4.011 5.436 -0.093
C -8.415 -2.333 4.411 -0.110
N -10.153 -2.501 1.856 -0.268
C -11.441 -1.867 1.841 -0.107
C -9.242 -2.073 0.765 -0.085
H -7.283 -4.575 3.566 0.070
H -6.714 -3.700 2.034 0.071
H -6.583 -5.462 2.148 0.074
H -8.018 -6.235 0.766 0.060
H -8.345 -4.754 -0.132 0.074
H -9.664 -5.666 0.602 0.069
H -10.793 -3.653 5.876 0.072
H -9.984 -5.092 5.378 0.049
H -9.147 -3.897 6.251 0.074
H -7.795 -2.263 5.304 0.101
H -7.824 -2.208 3.504 0.054
H -8.899 -1.358 4.474 0.060
H -11.830 -1.551 2.809 0.061
H -11.424 -0.998 1.182 0.074
H -12.137 -2.469 1.257 0.063
H -9.586 -2.411 -0.213 0.053
H -8.283 -2.560 0.944 0.053
H -9.156 -0.987 0.803 0.083
O -12.379 -1.493 -3.529 -0.260
P -10.944 -1.286 -3.708 0.538
N -10.511 -0.531 -5.195 -0.300
C -10.588 -1.277 -6.490 -0.108
C -10.691 0.921 -5.342 -0.112
N -10.077 -2.765 -3.783 -0.273
C -10.449 -3.738 -2.725 -0.111
C -8.691 -2.948 -4.298 -0.121
N -10.215 -0.354 -2.503 -0.288
C -8.777 -0.109 -2.493 -0.131
C -11.050 0.484 -1.532 -0.060
H -11.581 -1.337 -6.935 0.080
H -10.361 -2.322 -6.274 0.055
H -9.908 -0.877 -7.242 0.080
H -11.700 1.089 -4.964 0.076
H -10.572 1.302 -6.356 0.084
H -10.066 1.535 -4.694 0.065
H -11.436 -4.151 -2.931 0.074
H -9.765 -4.582 -2.642 0.049
H -10.558 -3.371 -1.705 0.052
H -7.958 -2.704 -3.529 0.060
H -8.609 -3.974 -4.658 0.072
H -8.482 -2.259 -5.116 0.065
H -8.366 0.011 -3.496 0.070
H -8.548 0.854 -2.038 0.080
H -8.202 -0.908 -2.025 0.062
H -11.345 1.321 -2.165 0.069
H -10.374 0.987 -0.839 0.067
H -11.876 -0.082 -1.102 0.074
O -7.383 -9.778 6.761 -0.296
P -6.799 -8.823 5.771 0.646
N -6.216 -7.321 6.432 -0.300
C -5.748 -7.199 7.819 -0.095
C -5.854 -6.223 5.577 -0.139
N -7.893 -8.276 4.544 -0.286
C -9.006 -7.398 4.895 -0.129
C -8.256 -9.090 3.357 -0.106
N -5.440 -9.448 4.892 -0.299
C -4.368 -10.013 5.745 -0.111
C -4.887 -8.957 3.636 -0.137
H -5.729 -6.152 8.121 0.065
H -4.816 -7.758 7.907 0.075
H -6.375 -7.693 8.561 0.068
H -6.457 -5.377 5.908 0.082
H -5.992 -6.419 4.514 0.050
H -4.786 -6.032 5.682 0.078
H -8.717 -6.858 5.796 0.058
H -9.260 -6.715 4.084 0.061
H -9.925 -7.973 5.009 0.088
H -7.467 -9.811 3.143 0.065
H -9.112 -9.706 3.633 0.081
H -8.515 -8.519 2.465 0.070
H -3.907 -10.855 5.228 0.081
H -3.612 -9.273 6.007 0.080
H -4.791 -10.315 6.703 0.074
H -4.192 -9.760 3.395 0.078
H -4.263 -8.065 3.697 0.070
H -5.625 -8.698 2.877 0.052
O -17.118 -3.519 4.029 -0.293
P -15.929 -3.416 4.922 0.575
N -14.731 -2.324 4.363 -0.288
C -13.509 -1.913 5.142 -0.112
C -14.741 -1.949 2.943 -0.095
N -15.014 -4.803 5.087 -0.286
C -13.699 -4.908 5.873 -0.071
C -15.350 -6.003 4.326 -0.117
N -16.229 -2.885 6.544 -0.307
C -16.801 -3.789 7.547 -0.113
C -16.412 -1.461 6.865 -0.110
H -13.736 -1.950 6.207 0.068
H -13.212 -0.870 5.030 0.054
H -12.727 -2.633 4.902 0.052
H -14.344 -0.936 2.887 0.078
H -15.777 -1.942 2.606 0.079
H -14.085 -2.652 2.429 0.050
H -12.820 -4.793 5.239 0.050
H -13.623 -4.261 6.747 0.077
H -13.589 -5.917 6.270 0.070
H -14.435 -6.455 3.944 0.074
H -15.937 -6.664 4.964 0.078
H -16.054 -5.766 3.529 0.068
H -17.880 -3.909 7.443 0.082
H -16.457 -4.787 7.274 0.063
H -16.454 -3.571 8.557 0.083
H -15.664 -0.829 6.386 0.057
H -16.356 -1.348 7.947 0.080
H -17.357 -1.090 6.468 0.081
O -8.100 0.746 7.490 0.116
C -9.075 0.931 6.814 -0.499
O -9.945 -0.023 6.573 0.042
C -10.919 0.265 5.659 -0.207
C -10.550 1.606 5.184 -0.174
C -9.562 2.184 6.136 -0.060
H -11.885 0.401 6.146 0.134
H -10.840 -0.465 4.853 0.113
H -11.412 2.238 4.969 0.131
H -9.909 1.549 4.304 0.119
H -10.177 2.677 6.889 0.143
H -8.664 2.666 5.751 0.134
O -6.680 -4.129 8.878 0.001
C -7.107 -3.032 9.404 -0.383
O -6.671 -2.540 10.590 0.027
C -7.495 -1.432 11.003 -0.133
C -8.737 -1.560 10.125 -0.147
C -8.223 -2.156 8.798 -0.077
H -6.999 -0.471 10.868 0.123
H -7.570 -1.555 12.083 0.127
H -9.139 -0.597 9.810 0.102
H -9.544 -2.092 10.628 0.113
H -7.638 -1.423 8.241 0.106
H -9.012 -2.733 8.314 0.103
O -13.501 -3.488 -0.684 0.095
C -13.308 -4.632 -0.293 -0.452
O -12.590 -5.533 -1.038 -0.022
C -12.505 -6.850 -0.398 -0.119
C -13.160 -6.678 0.985 -0.140
C -13.895 -5.310 0.906 -0.068
H -11.431 -6.990 -0.276 0.093
H -13.045 -7.545 -1.040 0.124
H -12.411 -6.719 1.776 0.086
H -13.843 -7.487 1.243 0.108
H -13.691 -4.725 1.803 0.095
H -14.980 -5.340 0.799 0.137
O -5.524 -1.075 1.076 0.054
C -5.387 -0.126 1.854 -0.458
O -4.583 0.870 1.652 0.072
C -4.476 1.748 2.695 -0.177
C -5.322 1.209 3.831 -0.140
C -5.939 -0.066 3.293 -0.056
H -4.871 2.733 2.449 0.131
H -3.423 1.845 2.960 0.135
H -6.028 2.012 4.045 0.107
H -4.804 1.114 4.785 0.122
H -7.027 -0.045 3.228 0.110
H -5.667 -0.926 3.905 0.104
O -9.869 -4.627 9.817 0.076
C -9.975 -5.712 9.210 -0.453
O -11.142 -6.077 8.735 0.062
C -11.117 -7.242 8.056 -0.207
C -9.766 -7.881 8.334 -0.114
C -8.913 -6.674 8.878 -0.050
H -11.234 -7.010 6.997 0.108
H -11.892 -7.957 8.331 0.134
H -9.169 -8.261 7.505 0.061
H -9.867 -8.830 8.860 0.122
H -8.251 -6.230 8.135 0.099
H -8.320 -7.014 9.727 0.136
```

---

| no. | E (Ha) | maximum force (Eh/bohr) |
| --- | --- | --- |
| 1 | -744.7898 | 0.152 |
| 2 | -6453.9708 | 0.103 |